Record 1
26
Properties=species:S:1:pos:R:3:lowdin_charge:R:1 method="wB97M-V/def2-TZVPD" homo_lumo_gap_ev=9.99 smiles="CCOC(=O)N1CCN(N=O)CC1"
C -0.967 2.975 -3.435 -0.06
C -1.041 1.456 -3.218 -0.21
O -0.707 1.202 -1.845 -0.02
C -0.826 -0.082 -1.437 -0.54
O -1.236 -0.991 -2.136 0.09
N -0.465 -0.247 -0.139 -0.02
C -0.548 -1.610 0.382 -0.11
C -0.397 -1.549 1.892 -0.12
N 0.828 -0.847 2.245 -0.15
N 1.707 -1.455 3.040 -0.06
O 2.757 -0.849 3.157 -0.06
C 1.164 0.406 1.567 -0.12
C -0.029 0.836 0.726 -0.12
H -1.213 3.203 -4.475 0.08
H -1.646 3.500 -2.778 0.07
H 0.034 3.366 -3.250 0.07
H -2.041 1.082 -3.410 0.12
H -0.355 0.885 -3.860 0.13
H 0.247 -2.236 -0.061 0.14
H -1.492 -2.056 0.083 0.13
H -0.317 -2.531 2.340 0.12
H -1.269 -1.060 2.336 0.13
H 2.029 0.214 0.936 0.13
H 1.454 1.146 2.316 0.13
H 0.248 1.687 0.120 0.12
H -0.818 1.158 1.415 0.13

***

Record 2
14
Properties=species:S:1:pos:R:3:lowdin_charge:R:1 method="wB97M-V/def2-TZVPD" homo_lumo_gap_ev=6.15 total_charge=-1
C 1.178 -0.747 -0.884 -0.24
C 0.616 -1.025 0.513 -0.63
S 0.813 0.303 1.719 0.72
C -0.413 1.513 1.204 -0.49
H 0.813 -1.517 -1.560 0.05
H 2.262 -0.626 -0.807 0.06
H 0.778 0.202 -1.235 0.00
H 1.161 -1.871 0.947 0.05
H -0.431 -1.318 0.448 0.01
H -1.411 1.079 1.236 -0.01
H -0.354 2.327 1.928 0.01
H -0.251 1.882 0.194 0.00
S -1.911 0.046 -1.394 -0.07
H -2.851 -0.248 -2.309 -0.46

***

Values of lowest unoccupied orbital energy, in order: 0.65, 3.38, all in eV.
Values of energy above the lowest of the compared OMol25 structures with the same formula, charge and spin, in order: 63.6, 6.9, all in kcal/mol.